Entry 1:
{"formula": "C45H100ClN5", "method": "wB97M-V/def2-TZVPD", "orbital_gap_ev": [10.50, 4.79], "spin_multiplicity": 2, "molar_mass_g_mol": 746.8, "e_lumo_ev": [-9.8573, -15.5678], "total_charge": 5, "symbols": ["C", "C", "C", "N", "C", "C", "C", "C", "C", "C", "H", "H", "H", "H", "H", "H", "H", "H", "H", "H", "H", "H", "H", "H", "H", "H", "H", "H", "H", "H", "C", "C", "C", "N", "C", "C", "C", "C", "C", "C", "H", "H", "H", "H", "H", "H", "H", "H", "H", "H", "H", "H", "H", "H", "H", "H", "H", "H", "H", "H", "C", "C", "C", "N", "C", "C", "C", "C", "C", "C", "H", "H", "H", "H", "H", "H", "H", "H", "H", "H", "H", "H", "H", "H", "H", "H", "H", "H", "H", "H", "C", "C", "C", "N", "C", "C", "C", "C", "C", "C", "H", "H", "H", "H", "H", "H", "H", "H", "H", "H", "H", "H", "H", "H", "H", "H", "H", "H", "H", "H", "C", "C", "C", "N", "C", "C", "C", "C", "C", "C", "H", "H", "H", "H", "H", "H", "H", "H", "H", "H", "H", "H", "H", "H", "H", "H", "H", "H", "H", "H", "Cl"], "positions_angstrom": [[6.949, 3.627, 1.219], [6.083, 4.012, 0.084], [4.640, 4.471, 0.598], [3.557, 4.927, -0.557], [2.215, 5.170, 0.163], [1.394, 3.909, 0.669], [1.553, 2.787, -0.344], [2.945, 2.428, -0.928], [3.380, 3.785, -1.558], [3.975, 6.277, -1.249], [6.791, 4.320, 2.046], [8.016, 3.422, 1.131], [6.665, 2.673, 1.664], [6.049, 3.135, -0.563], [6.511, 4.819, -0.509], [4.710, 5.163, 1.436], [4.091, 3.691, 1.126], [2.462, 5.898, 0.936], [1.637, 5.662, -0.619], [1.832, 3.653, 1.634], [0.327, 4.050, 0.848], [1.233, 1.960, 0.289], [0.900, 2.981, -1.196], [3.665, 2.051, -0.203], [2.965, 1.770, -1.797], [4.281, 3.612, -2.146], [2.708, 4.101, -2.356], [3.221, 6.589, -1.972], [4.950, 6.149, -1.719], [4.106, 6.989, -0.434], [-1.693, 1.716, 1.311], [-2.821, 2.706, 1.256], [-3.652, 2.768, 2.537], [-4.922, 3.672, 2.410], [-5.490, 3.650, 3.869], [-6.625, 4.645, 4.065], [-6.370, 6.058, 3.600], [-5.948, 6.025, 2.113], [-4.737, 5.134, 1.833], [-6.035, 2.935, 1.621], [-1.162, 1.835, 0.367], [-1.879, 0.643, 1.361], [-1.058, 1.982, 2.157], [-3.534, 2.413, 0.486], [-2.555, 3.754, 1.119], [-3.050, 3.288, 3.282], [-4.160, 1.843, 2.809], [-4.633, 3.924, 4.483], [-5.609, 2.594, 4.112], [-6.846, 4.751, 5.127], [-7.572, 4.400, 3.585], [-5.472, 6.465, 4.066], [-7.174, 6.771, 3.784], [-5.892, 7.030, 1.697], [-6.892, 5.688, 1.684], [-3.889, 5.643, 2.291], [-4.549, 5.063, 0.762], [-6.046, 1.926, 2.035], [-5.835, 2.929, 0.550], [-7.012, 3.382, 1.807], [-8.253, 0.083, -0.433], [-7.020, -0.624, -0.950], [-6.009, -1.114, 0.093], [-4.608, -1.567, -0.403], [-3.885, -1.948, 0.981], [-2.589, -2.786, 0.828], [-2.782, -3.962, -0.090], [-3.500, -3.668, -1.406], [-4.832, -2.876, -1.217], [-3.788, -0.547, -1.215], [-8.582, -0.372, 0.501], [-9.095, 0.146, -1.122], [-8.072, 1.146, -0.273], [-6.600, -0.023, -1.757], [-7.412, -1.473, -1.510], [-6.435, -1.967, 0.621], [-5.765, -0.356, 0.837], [-4.632, -2.612, 1.417], [-3.779, -0.950, 1.406], [-2.371, -3.191, 1.816], [-1.723, -2.197, 0.526], [-3.431, -4.595, 0.515], [-1.850, -4.526, -0.058], [-3.911, -4.581, -1.837], [-2.879, -3.143, -2.132], [-5.585, -3.374, -0.606], [-5.260, -2.526, -2.157], [-2.735, -0.783, -1.363], [-3.892, 0.327, -0.572], [-4.415, -0.355, -2.087], [-0.361, -5.001, -5.843], [0.001, -3.662, -5.149], [1.359, -3.542, -4.468], [1.480, -4.379, -3.146], [2.475, -3.578, -2.195], [3.846, -3.297, -2.883], [4.377, -4.640, -3.252], [3.520, -5.615, -4.040], [2.121, -5.704, -3.481], [0.225, -4.543, -2.260], [0.246, -5.121, -6.740], [-1.199, -4.914, -6.535], [-0.414, -5.837, -5.146], [-0.844, -3.223, -4.618], [-0.051, -2.971, -5.991], [1.482, -2.468, -4.329], [2.264, -3.675, -5.061], [1.967, -2.664, -1.889], [2.534, -4.344, -1.422], [3.858, -2.534, -3.662], [4.455, -2.859, -2.092], [5.148, -4.282, -3.933], [4.716, -5.311, -2.463], [3.421, -5.293, -5.077], [3.950, -6.615, -4.088], [1.273, -6.124, -4.022], [2.262, -6.124, -2.485], [0.390, -5.244, -1.442], [-0.726, -4.867, -2.683], [0.076, -3.600, -1.734], [0.581, -3.430, 2.425], [1.955, -2.959, 2.807], [2.793, -2.585, 1.582], [4.181, -1.981, 1.863], [4.857, -1.859, 0.415], [6.248, -1.196, 0.491], [6.017, 0.219, 1.023], [5.408, 0.159, 2.386], [4.090, -0.549, 2.470], [5.065, -2.802, 2.793], [0.494, -4.393, 1.921], [0.184, -2.647, 1.779], [0.023, -3.540, 3.354], [2.451, -3.603, 3.533], [1.922, -2.027, 3.373], [2.274, -1.839, 0.980], [3.030, -3.418, 0.920], [4.142, -1.319, -0.205], [4.920, -2.903, 0.110], [6.654, -1.143, -0.519], [6.963, -1.653, 1.174], [5.303, 0.808, 0.447], [6.934, 0.805, 1.091], [5.392, 1.142, 2.858], [6.113, -0.401, 3.001], [3.304, 0.008, 1.961], [3.787, -0.646, 3.513], [4.616, -2.638, 3.772], [6.120, -2.537, 2.712], [4.901, -3.856, 2.569], [0.415, -0.483, -0.694]], "lowdin_spin": [0.000, 0.000, 0.000, 0.000, 0.003, 0.005, 0.027, 0.002, 0.001, 0.000, 0.000, 0.000, 0.000, 0.000, 0.000, 0.000, 0.000, 0.000, 0.000, 0.000, 0.000, 0.017, 0.000, 0.000, 0.000, 0.000, 0.000, 0.000, 0.000, 0.000, 0.003, 0.000, 0.000, 0.000, 0.000, 0.000, 0.000, 0.000, 0.000, 0.000, 0.004, 0.000, 0.000, 0.000, 0.000, 0.000, 0.000, 0.000, 0.000, 0.000, 0.000, 0.000, 0.000, 0.000, 0.000, 0.000, 0.000, 0.000, 0.000, 0.000, 0.000, 0.000, 0.000, 0.000, 0.000, 0.002, 0.000, 0.000, 0.000, 0.000, 0.000, 0.000, 0.000, 0.000, 0.000, 0.000, 0.000, 0.000, 0.000, 0.000, 0.004, 0.000, 0.000, 0.000, 0.000, 0.000, 0.000, 0.000, 0.000, 0.000, 0.000, 0.000, 0.000, 0.001, 0.004, 0.001, 0.001, 0.000, 0.000, 0.002, 0.000, 0.000, 0.000, 0.000, 0.000, 0.000, 0.000, 0.007, 0.000, 0.000, 0.000, 0.000, 0.000, 0.000, 0.000, 0.000, 0.000, 0.000, 0.000, 0.005, 0.001, 0.000, 0.000, 0.000, 0.000, 0.000, 0.000, 0.000, 0.000, 0.000, 0.000, 0.001, 0.000, 0.000, 0.000, 0.000, 0.000, 0.000, 0.000, 0.000, 0.000, 0.000, 0.000, 0.000, 0.000, 0.000, 0.000, 0.000, 0.000, 0.000, 0.908]}

Entry 2:
{"formula": "C45H102Cl12O3S3", "method": "wB97M-V/def2-TZVPD", "orbital_gap_ev": [6.92, 2.51], "spin_multiplicity": 2, "molar_mass_g_mol": 1212.9, "e_lumo_ev": [-3.6315, -8.0412], "total_charge": 1, "symbols": ["C", "S", "O", "C", "H", "H", "H", "H", "H", "H", "C", "S", "O", "C", "H", "H", "H", "H", "H", "H", "C", "S", "O", "C", "H", "H", "H", "H", "H", "H", "C", "Cl", "Cl", "Cl", "Cl", "C", "Cl", "Cl", "Cl", "Cl", "C", "Cl", "Cl", "Cl", "Cl", "C", "C", "C", "C", "C", "C", "H", "H", "H", "H", "H", "H", "H", "H", "H", "H", "H", "H", "H", "H", "C", "C", "C", "C", "C", "C", "H", "H", "H", "H", "H", "H", "H", "H", "H", "H", "H", "H", "H", "H", "C", "C", "C", "C", "C", "C", "H", "H", "H", "H", "H", "H", "H", "H", "H", "H", "H", "H", "H", "H", "C", "C", "C", "C", "C", "C", "H", "H", "H", "H", "H", "H", "H", "H", "H", "H", "H", "H", "H", "H", "C", "C", "C", "C", "C", "C", "H", "H", "H", "H", "H", "H", "H", "H", "H", "H", "H", "H", "H", "H", "C", "C", "C", "C", "C", "C", "H", "H", "H", "H", "H", "H", "H", "H", "H", "H", "H", "H", "H", "H"], "positions_angstrom": [[5.662, 3.729, 2.048], [5.504, 1.908, 1.670], [6.877, 1.454, 2.305], [4.212, 1.781, 2.999], [5.729, 3.924, 3.118], [4.836, 4.304, 1.629], [6.625, 4.047, 1.648], [3.481, 2.503, 2.637], [4.550, 1.976, 4.017], [3.851, 0.752, 3.012], [-6.340, 0.974, -2.522], [-6.310, -0.704, -1.879], [-7.393, -0.753, -0.817], [-6.945, -1.366, -3.477], [-7.304, 1.313, -2.899], [-5.478, 1.055, -3.185], [-6.083, 1.633, -1.692], [-6.977, -2.455, -3.458], [-6.413, -0.979, -4.346], [-7.978, -1.020, -3.523], [-4.039, -4.142, -2.159], [-3.125, -4.249, -0.565], [-2.993, -5.697, -0.106], [-1.376, -3.944, -1.147], [-3.659, -5.044, -2.639], [-3.904, -3.169, -2.631], [-5.105, -4.343, -2.053], [-1.248, -2.909, -1.464], [-1.201, -4.510, -2.062], [-0.594, -4.114, -0.408], [-1.453, -1.395, -5.429], [-2.253, 0.176, -5.732], [-2.570, -2.629, -4.882], [-0.668, -1.876, -6.899], [-0.259, -1.239, -4.128], [3.161, 1.727, -3.277], [2.216, 0.742, -4.471], [2.195, 2.941, -2.497], [3.665, 0.565, -2.068], [4.627, 2.378, -3.984], [1.292, -1.787, 5.233], [1.030, -2.620, 6.774], [0.117, -0.461, 5.143], [2.961, -1.167, 5.302], [1.075, -2.900, 3.883], [-2.897, 1.240, -0.877], [-1.403, 1.024, -1.090], [-0.823, 0.024, -0.056], [0.725, -0.260, -0.171], [1.377, -0.827, 1.151], [2.928, -1.057, 0.930], [-3.421, 1.339, -1.828], [-3.016, 2.179, -0.337], [-3.356, 0.432, -0.307], [-1.147, 0.789, -2.123], [-0.817, 1.925, -0.905], [-1.333, -0.939, -0.091], [-0.963, 0.381, 0.964], [0.995, -0.839, -1.054], [1.245, 0.681, -0.354], [1.289, -0.221, 2.052], [0.777, -1.707, 1.382], [3.129, -1.684, 0.061], [3.512, -0.158, 0.735], [3.352, -1.573, 1.792], [4.794, -4.569, -0.058], [6.061, -4.330, 0.871], [5.698, -3.460, 2.151], [6.923, -3.026, 3.031], [7.474, -4.161, 3.776], [8.896, -3.929, 4.188], [3.887, -4.869, 0.466], [4.919, -5.224, -0.921], [4.725, -3.603, -0.558], [6.582, -5.245, 1.152], [6.872, -3.838, 0.334], [4.977, -3.940, 2.812], [5.253, -2.559, 1.730], [7.613, -2.449, 2.415], [6.562, -2.273, 3.732], [6.833, -4.309, 4.645], [7.444, -5.112, 3.244], [9.621, -3.917, 3.374], [9.021, -3.018, 4.773], [9.283, -4.728, 4.821], [1.052, -7.211, -6.068], [0.309, -5.969, -5.517], [1.081, -4.845, -4.852], [1.711, -5.200, -3.474], [1.944, -3.957, -2.542], [3.287, -3.291, -2.885], [1.556, -6.844, -6.962], [0.253, -7.878, -6.393], [1.693, -7.703, -5.336], [-0.342, -5.549, -6.284], [-0.365, -6.306, -4.730], [0.402, -4.010, -4.681], [1.817, -4.477, -5.567], [1.077, -5.926, -2.965], [2.633, -5.710, -3.751], [1.145, -3.216, -2.582], [1.879, -4.237, -1.490], [3.500, -3.113, -3.939], [3.447, -2.412, -2.261], [4.200, -3.871, -2.744], [-2.031, 4.547, -2.444], [-2.079, 6.007, -2.387], [-3.301, 6.683, -2.987], [-2.980, 8.161, -3.112], [-3.839, 8.908, -4.043], [-5.362, 8.969, -3.588], [-2.799, 4.129, -1.793], [-1.119, 4.113, -2.033], [-2.185, 4.268, -3.487], [-1.927, 6.434, -1.396], [-1.195, 6.312, -2.946], [-4.227, 6.585, -2.420], [-3.556, 6.189, -3.925], [-3.050, 8.545, -2.095], [-1.927, 8.372, -3.303], [-3.475, 9.935, -4.080], [-3.760, 8.591, -5.083], [-5.628, 7.954, -3.295], [-5.373, 9.524, -2.650], [-6.137, 9.393, -4.226], [2.918, 5.813, 3.991], [2.039, 6.096, 2.812], [1.821, 5.036, 1.746], [1.057, 3.713, 2.261], [-0.486, 3.895, 2.470], [-1.125, 2.896, 3.512], [2.783, 4.780, 4.312], [2.681, 6.523, 4.783], [4.000, 5.810, 3.857], [1.034, 6.351, 3.149], [2.592, 6.962, 2.450], [2.786, 4.706, 1.358], [1.200, 5.495, 0.977], [1.226, 3.039, 1.421], [1.558, 3.236, 3.103], [-0.635, 4.888, 2.895], [-0.952, 3.913, 1.485], [-0.956, 2.892, 4.589], [-2.147, 3.270, 3.457], [-0.955, 1.872, 3.178], [-6.087, -1.265, 2.069], [-4.614, -1.486, 2.267], [-3.990, -0.546, 3.287], [-4.459, -0.457, 4.796], [-3.909, -1.667, 5.720], [-4.442, -3.057, 5.336], [-6.279, -0.405, 1.427], [-6.679, -1.089, 2.967], [-6.420, -2.179, 1.576], [-4.343, -2.512, 2.517], [-4.132, -1.446, 1.290], [-4.028, 0.466, 2.883], [-2.922, -0.758, 3.267], [-4.159, 0.485, 5.255], [-5.545, -0.376, 4.846], [-2.824, -1.617, 5.631], [-4.041, -1.455, 6.781], [-3.749, -3.514, 4.630], [-4.295, -3.717, 6.190], [-5.442, -3.080, 4.903]], "lowdin_spin": [0.000, 0.000, 0.000, 0.000, 0.000, 0.000, 0.000, 0.000, 0.000, 0.000, 0.000, 0.001, 0.000, 0.000, 0.000, 0.000, 0.000, 0.000, 0.000, 0.000, 0.056, 0.260, 0.600, 0.061, 0.006, 0.001, 0.000, 0.000, 0.005, 0.000, 0.000, 0.000, 0.001, 0.000, 0.000, 0.000, 0.000, 0.000, 0.000, 0.000, 0.000, 0.000, 0.000, 0.000, 0.000, 0.000, 0.000, 0.000, 0.000, 0.000, 0.000, 0.000, 0.000, 0.000, 0.000, 0.000, 0.000, 0.000, 0.000, 0.000, 0.000, 0.000, 0.000, 0.000, 0.000, 0.000, 0.000, 0.000, 0.000, 0.000, 0.000, 0.000, 0.000, 0.000, 0.000, 0.000, 0.000, 0.000, 0.000, 0.000, 0.000, 0.000, 0.000, 0.000, 0.000, 0.000, 0.000, 0.000, 0.000, 0.001, 0.000, 0.000, 0.000, 0.000, 0.000, 0.000, 0.000, 0.000, 0.000, 0.000, 0.000, 0.000, 0.000, 0.000, 0.000, 0.000, 0.000, 0.000, 0.000, 0.000, 0.000, 0.000, 0.000, 0.000, 0.000, 0.000, 0.000, 0.000, 0.000, 0.000, 0.000, 0.000, 0.000, 0.000, 0.000, 0.000, 0.000, 0.000, 0.000, 0.000, 0.000, 0.000, 0.000, 0.000, 0.000, 0.000, 0.000, 0.000, 0.000, 0.000, 0.000, 0.000, 0.000, 0.000, 0.000, 0.000, 0.002, 0.000, 0.000, 0.000, 0.000, 0.000, 0.000, 0.000, 0.000, 0.002, 0.000, 0.000, 0.000, 0.000, 0.000, 0.000, 0.000, 0.000, 0.000]}